A cluster of 8 separate species, C32H72F12N4O12 in total at a distorted geometry, computed with ωB97M-V with the def2-TZVPD basis set.

The calculation puts the HOMO energy at -8.22 eV. The molar mass comes out at 932.9 g/mol. As for the net charge: 0. The energy above the lowest of the compared OMol25 structures with the same formula, charge and spin comes out at 0.0 kJ/mol. The calculation puts the total energy at -97486.118 eV. The orbital gap is 7.92 eV.

Atoms and positions in Å:
C1 -4.6997 -6.0935 0.9759
C2 -5.5657 -5.1387 0.1931
C3 -7.1119 -5.5857 0.1525
O1 -7.6703 -5.3269 1.4559
C4 -8.9772 -5.5952 1.7673
N1 -5.5257 -3.7377 0.5194
H1 -5.8751 -3.6686 1.4934
H2 -4.6761 -3.3224 0.2963
H3 0.1295 4.4572 1.7665
H4 -4.7819 -7.0096 0.4709
H5 -5.1429 -6.2208 1.9820
H6 -3.6381 -5.8850 1.0958
H7 -5.2547 -5.2989 -0.9009
H8 -7.1066 -6.6115 -0.1992
H9 -7.6304 -4.9481 -0.5768
H10 -9.1688 -5.5288 2.8906
H11 -9.2715 -6.5436 1.3923
H12 -9.6980 -4.8911 1.3092
C5 1.7101 -3.8229 0.5760
C6 2.3988 -4.0502 1.9855
C7 2.7178 -5.5078 2.1280
O2 3.0282 -5.8226 3.4810
C8 3.1934 -7.1955 3.6665
N2 3.7139 -3.3339 1.9504
H13 4.1854 -3.5622 2.8294
H14 4.2896 -3.7343 1.2170
H15 3.9377 -1.5216 1.4679
H16 0.9717 -4.6125 0.3881
H17 2.3988 -3.8989 -0.2647
H18 1.1988 -2.9033 0.4699
H19 1.8258 -3.7302 2.9383
H20 3.5866 -5.9389 1.5836
H21 1.8927 -6.1885 1.8085
H22 3.7292 -7.7416 2.9120
H23 2.2467 -7.6373 3.8883
H24 3.7774 -7.4080 4.5875
C9 -4.5774 1.0436 -1.6782
C10 -3.4479 2.0833 -1.7733
C11 -3.5967 3.2043 -0.7605
O3 -4.7854 3.9492 -1.1490
C12 -4.6965 5.2711 -0.6835
N3 -2.1654 1.4208 -1.6288
H25 -2.1641 1.0330 -0.6665
H26 -1.9463 0.2395 -2.7207
H27 -1.3959 2.0826 -1.6583
H28 -5.5813 1.5174 -1.4426
H29 -4.2635 0.2951 -0.8915
H30 -4.7154 0.4530 -2.5145
H31 -3.4132 2.3659 -2.7989
H32 -2.7327 3.8725 -0.8219
H33 -3.7221 2.8409 0.2728
H34 -5.5363 5.8110 -1.1023
H35 -3.7305 5.6540 -0.9725
H36 -4.8305 5.3960 0.3754
C13 4.7599 0.9648 -1.7021
C14 3.5940 0.2438 -2.4052
C15 4.0820 -0.2402 -3.7279
O4 4.9147 -1.3721 -3.7428
C16 5.0767 -1.8740 -5.0773
N4 3.0736 -0.9077 -1.6083
H37 3.1631 -0.5875 -0.5136
H38 2.1109 -1.1410 -1.8341
H39 3.5805 -1.8096 -1.7580
H40 4.7888 2.0176 -2.0014
H41 5.7466 0.4919 -1.9581
H42 4.6623 0.8725 -0.6708
H43 2.7991 0.9708 -2.5953
H44 4.6331 0.6480 -4.2114
H45 3.1762 -0.2741 -4.4007
H46 6.1238 -1.9412 -5.2444
H47 4.6232 -1.2564 -5.8786
H48 4.7418 -2.9438 -5.2157
C17 0.7463 2.6949 0.6989
O5 0.5641 2.8012 -0.7668
O6 -0.3143 3.1335 1.2876
C18 1.0684 1.2188 1.0351
F1 2.2075 0.8367 0.4483
F2 1.2256 1.0567 2.3872
F3 0.2095 0.2632 0.6665
C19 1.6455 3.4157 -1.4530
C20 1.3116 4.8830 -1.7248
H49 1.9403 5.5208 -1.0021
H50 1.3523 5.0704 -2.7839
H51 0.2466 4.9390 -1.4251
H52 1.6920 2.8517 -2.3781
H53 2.5936 3.2869 -0.9642
H54 1.6995 3.3223 0.8878
C21 4.5203 0.1299 2.1293
O7 5.1381 1.3246 1.8088
O8 4.3275 -0.6839 1.0433
C22 5.4173 -0.7166 3.0723
F4 5.9514 -0.0239 4.0232
F5 4.7479 -1.7171 3.6232
F6 6.4713 -1.2744 2.3955
C23 4.4058 2.6281 1.7752
C24 4.1544 3.1310 3.1806
H55 3.6783 4.1577 3.1767
H56 3.3998 2.5834 3.6876
H57 5.0866 3.1911 3.7239
H58 3.5431 2.4074 1.1225
H59 5.1217 3.2549 1.3233
H60 3.5384 0.3747 2.7331
C25 -1.0775 -1.3334 -3.6663
O9 -0.4621 -1.9842 -2.6190
O10 -2.1950 -0.5963 -3.3305
C26 0.1388 -0.4864 -4.2153
F7 -0.1333 0.0508 -5.3783
F8 0.3668 0.5510 -3.3174
F9 1.2934 -1.2428 -4.3611
C27 -0.9680 -3.3660 -2.4375
C28 -2.4894 -3.4164 -2.3266
H61 -2.7811 -4.2718 -1.7314
H62 -2.8763 -2.5509 -1.8350
H63 -3.1476 -3.4584 -3.2581
H64 -0.5908 -3.7367 -1.5329
H65 -0.5087 -3.9840 -3.1420
H66 -1.4381 -2.0210 -4.4431
C29 -0.3229 5.9650 3.0313
O11 -1.1368 7.0107 2.5391
O12 0.4181 5.3711 2.0593
C30 0.4874 6.7899 4.0241
F10 1.3375 6.0463 4.6847
F11 1.2069 7.6494 3.3099
F12 -0.3308 7.4047 4.8942
C31 -2.0338 6.6710 1.4335
C32 -3.0373 7.8258 1.4240
H67 -3.6499 7.8530 2.3519
H68 -2.6229 8.8059 1.3438
H69 -3.7989 7.7663 0.6477
H70 -2.3409 5.6654 1.5770
H71 -1.5352 6.8147 0.4580
H72 -0.9486 5.3099 3.5477